Here is a molecular structure, C3H4Ag6Br2O3 in a non-equilibrium geometry from the Open Molecules 2025 dataset. Energies are from ωB97M-V/def2-TZVPD.

For the highest occupied orbital energy, the calculation gives -19.5 eV. As for the spin multiplicity: 1. The value obtained for the HOMO-LUMO gap is 2.117 eV. Its net charge is +4. For the maximum force, the calculation gives 0.1914 Eh/bohr.

Each line ends with the natural charge from an NBO analysis.
Geometry (Å):
Ag (2.877505, -2.407669, 0.031747)  0.98
Ag (-1.058104, -4.324205, -0.912073)  0.98
Ag (-0.642461, -0.001770, -2.675562)  0.88
Ag (1.169335, -3.078916, -3.452198)  0.99
Ag (-3.207424, -1.888874, -1.293513)  0.97
Ag (-1.517600, -1.683136, 2.186868)  0.98
Br (1.296438, 2.395689, 3.064019)  0.08
Br (-0.751535, 2.735791, -1.234006)  0.02
O (0.967933, -1.373242, -1.163232)  -0.94
O (-0.931888, -1.202969, -0.417100)  -0.96
O (0.453336, -2.413388, 0.636283)  -0.86
C (-0.008688, 1.917985, 0.468273)  -0.40
C (0.152490, -1.699915, -0.289620)  0.87
C (0.421178, 3.046778, 1.396665)  -0.49
H (1.115903, 3.694419, 0.861856)  0.25
H (-0.362283, 3.766557, 1.633721)  0.26
H (0.781249, 1.218962, 0.193557)  0.20
H (-0.755384, 1.297903, 0.964315)  0.19

Force components x, y, z for each atom (eV/Å):
Ag 0.226 0.243 0.334
Ag 0.242 -0.317 0.794
Ag 0.389 1.238 0.814
Ag 0.600 0.426 -0.127
Ag 0.047 0.667 0.297
Ag 0.507 0.163 0.204
Br -0.752 0.102 -1.250
Br 0.272 -1.411 0.456
O 4.097 -0.118 -4.224
O -9.561 2.271 -0.585
O 0.900 -3.887 4.192
C -0.125 0.047 0.697
C 2.578 0.053 -1.251
C 0.685 0.640 -0.397
H 0.545 -0.318 0.224
H -0.388 -0.620 0.411
H 0.299 0.546 -0.249
H -0.562 0.277 -0.340


Here is a molecular structure, C3H4AgLiO3 in a non-equilibrium geometry from the Open Molecules 2025 dataset. Energies are from ωB97M-V/def2-TZVPD.

For the highest occupied orbital energy, the calculation gives -6.1 eV. The energy relative to the best compared isomer or geometry (same formula, charge and spin) is 49.99 kcal per mole. As for the spin multiplicity: 1. The value obtained for the HOMO-LUMO gap is 3.018 eV. For the maximum force, the calculation gives 0.1415 Eh/bohr.

Each line ends with the natural charge from an NBO analysis.
Geometry (Å):
Ag (0.246978, -1.511439, 1.665826)  0.92
O (-0.815658, 0.025171, -1.236168)  -0.55
O (0.984175, 1.233160, -1.407023)  -0.68
O (1.184675, -0.752481, -0.576888)  -0.87
C (0.538013, 0.059699, -1.290158)  0.93
C (-1.196092, 1.409798, 0.633572)  -0.40
C (-1.402779, 0.206340, 0.023788)  0.03
Li (2.904483, -0.063800, -1.478564)  0.73
H (-0.339663, 2.042216, 0.874958)  0.25
H (4.468320, -0.751785, -1.926701)  -0.75
H (-1.878151, 1.610443, 1.464054)  0.20
H (-2.215463, -0.498395, 0.205853)  0.21

Force components x, y, z for each atom (eV/Å):
Ag 0.271 0.720 -1.311
O -1.968 -2.366 -0.294
O 0.509 -1.455 -2.561
O 0.320 -2.834 -0.157
C 0.816 5.259 4.963
C -0.648 -1.780 2.971
C 1.031 2.246 -1.824
Li 0.231 -0.026 0.055
H 0.166 -0.045 -1.885
H -0.399 0.183 0.171
H -0.258 -0.439 -0.031
H -0.073 0.537 -0.097


Here is a molecular structure, C3H4AgO2 in a non-equilibrium geometry from the Open Molecules 2025 dataset. Energies are from ωB97M-V/def2-TZVPD.

For the highest occupied orbital energy (alpha / beta), the calculation gives -7.4 / -8.3 eV. The energy relative to the best compared isomer or geometry (same formula, charge and spin) is 27.29 kcal per mole. As for the spin multiplicity: 2. The value obtained for the HOMO-LUMO gap (alpha / beta) is 6.138 / 6.775 eV. For the maximum force, the calculation gives 0.0571 Eh/bohr.

Each line ends with the natural charge from an NBO analysis.
Geometry (Å):
Ag (-1.374407, -2.732126, 0.609810)  0.50
O (-2.180817, 0.022940, -0.886372)  -0.60
O (-0.841376, 0.669690, 0.793146)  -0.58
C (0.555777, 0.761767, 0.531572)  -0.15
C (-1.398719, -0.337872, -0.012548)  0.43
C (0.894902, -0.093931, -0.642777)  -0.34
H (1.550936, -0.956025, -0.490088)  0.18
H (1.142995, 0.476511, 1.421450)  0.18
H (0.897406, 0.361787, -1.636604)  0.19
H (0.753303, 1.827258, 0.312412)  0.20

Force components x, y, z for each atom (eV/Å):
Ag 0.111 1.639 -0.380
O 1.633 -1.358 2.024
O -0.478 -0.668 -0.004
C 0.582 0.075 -0.004
C -1.963 0.596 -1.536
C 1.002 0.123 -0.163
H -0.330 0.276 -0.162
H -0.317 0.052 -0.202
H -0.220 -0.341 0.307
H -0.020 -0.394 0.120


Here is a molecular structure, C3H4AgO3 in a non-equilibrium geometry from the Open Molecules 2025 dataset. Energies are from ωB97M-V/def2-TZVPD.

For the highest occupied orbital energy (alpha / beta), the calculation gives -19.8 / -19.4 eV. The energy relative to the best compared isomer or geometry (same formula, charge and spin) is 116.27 kcal per mole. As for the spin multiplicity: 2. The value obtained for the HOMO-LUMO gap (alpha / beta) is 9.097 / 5.296 eV. Its net charge is +2. For the maximum force, the calculation gives 0.1328 Eh/bohr.

Each line ends with the natural charge from an NBO analysis.
Geometry (Å):
Ag (0.205714, 2.058468, 0.561409)  1.03
O (-0.003805, -0.015993, 0.583923)  -0.57
O (-0.950124, 0.839696, 2.189890)  -0.67
O (0.695160, 1.291638, -1.566300)  -0.46
C (0.592711, 0.117536, -1.776147)  0.43
C (0.211116, -0.920583, -0.794590)  -0.16
C (-0.594965, -0.352459, 1.711405)  0.96
H (1.525143, -0.667778, -1.941364)  0.25
H (-0.809934, -1.278719, -0.994704)  0.29
H (-1.627173, 0.799831, 2.880039)  0.58
H (0.756153, -1.871638, -0.853565)  0.31

Force components x, y, z for each atom (eV/Å):
Ag 0.776 3.415 -0.799
O -0.465 -5.260 1.507
O -0.472 -2.969 0.907
O -0.898 0.319 -1.012
C 5.437 -2.954 2.890
C -4.561 0.285 0.627
C 0.626 4.227 -3.038
H -0.860 2.415 -3.586
H -0.266 0.037 0.081
H -0.267 -0.003 0.959
H 0.950 0.489 1.462


no.,molar mass (g/mol)
1,895.08
2,202.87
3,179.93
4,195.93